The following is a quantum chemistry calculation of 2 unconnected molecules or ions with the total composition C2H2N2OS in a non-equilibrium geometry, from OMol25.

The geometry in XYZ format:
```
8
Properties=species:S:1:pos:R:3:nbo_charge:R:1
S 1.77427 -2.60284 -0.55262 -0.044
O 0.88427 0.53458 -0.65729 -0.259
N 0.19057 -0.30030 1.18740 -0.189
N 1.21119 -0.13379 0.48800 0.085
C -0.42387 0.76978 -0.60758 0.112
C -0.88538 0.23979 0.57003 -0.164
H -1.86508 0.20806 0.99506 0.233
H -0.88597 1.28471 -1.42299 0.226
```

Properties
ΔE to the lowest compared entry with this formula, charge and spin	111.0	kcal per mole
LUMO energy (alpha / beta)	-2.168 / -2.181	eV
frontier orbital gap (alpha / beta)	0.27094 / 0.27049	hartree
total energy	-660.17080	a.u.
HOMO (alpha / beta)	-9.54 / -9.54	eV
charge	0